#1
# C4H7NS

The molecule C4H7NS (the ωB97M-V functional and the def2-TZVPD basis, the Open Molecules 2025 dataset).

Each line ends with the natural charge from an NBO analysis.
Element x y z (Å)
C -2.195 -0.996 -0.243  0.237
C 0.243 -0.984 -1.263  -0.453
C 1.346 -1.596 -0.460  -0.658
C -1.997 1.381 0.820  -0.439
N -2.214 0.053 0.352  -0.464
S -1.096 -1.860 -1.658  0.243
H 0.304 -0.012 -1.796  0.201
H 2.289 -1.498 -1.098  0.221
H 1.205 -2.628 -0.239  0.222
H 1.374 -1.166 0.500  0.207
H -1.550 1.145 1.821  0.230
H -2.990 1.803 0.744  0.233
H -1.192 2.026 0.322  0.220

Computed properties:
Orbital gap (alpha / beta): 7.9 / 7.9 eV
HOMO level (alpha / beta): -7.6 / -7.6 eV



#2
# C4H7NS

The molecule C4H7NS (the ωB97M-V functional and the def2-TZVPD basis, the Open Molecules 2025 dataset).

Each line ends with the natural charge from an NBO analysis.
Element x y z (Å)
C 1.287 0.350 -1.797  -0.676
C 0.242 -0.203 -0.827  0.117
C -0.642 0.215 1.490  -0.028
C -1.504 -0.750 1.755  -0.429
H 0.765 0.666 -2.708  0.247
H 1.932 1.177 -1.401  0.203
H 1.948 -0.487 -2.055  0.247
H 0.804 1.302 0.487  0.404
H -0.430 0.966 2.251  0.191
H -2.085 -0.743 2.656  0.207
H -1.751 -1.530 1.055  0.233
N 0.158 0.509 0.339  -0.583
S -0.725 -1.472 -1.244  -0.134

Computed properties:
SMILES string: C=CNC(C)=S
Orbital gap: 8.9 eV
HOMO level: -8.3 eV



The data favor #2; the next most stable structure lies 319.2 kJ/mol above it.



#1
# C5H9N2O

A structure of composition C5H9N2O (the ωB97M-V functional and the def2-TZVPD basis, the Open Molecules 2025 dataset).

Each line ends with the natural charge from an NBO analysis.
Element x y z (Å)
C 0.018 1.279 0.754  0.501
C -1.878 -0.637 -0.014  0.143
C -0.445 -1.076 -0.128  -0.270
C 0.603 1.064 -1.157  0.104
C 1.634 -0.287 0.749  -0.462
N -2.194 0.528 0.273  -0.571
N 0.499 0.094 -0.072  -0.362
O 0.212 2.100 -0.298  -0.460
H -2.651 -1.396 -0.034  0.207
H -3.100 0.819 0.616  0.413
H -0.228 -1.646 0.767  0.255
H -0.025 -1.721 -0.801  0.253
H 1.592 1.134 -1.440  0.209
H -0.102 1.109 -2.087  0.255
H 1.359 -0.835 1.738  0.279
H 2.401 -1.035 0.197  0.251
H 2.306 0.506 0.939  0.254

Computed properties:
Net charge: +1
Orbital gap: 10.2 eV
HOMO level: -13.9 eV



#2
# C5H9N2O

The ion C5H9N2O with charge +1 (the ωB97M-V functional and the def2-TZVPD basis, the Open Molecules 2025 dataset).

Each line ends with the natural charge from an NBO analysis.
Element x y z (Å)
C 1.183 -1.312 -0.001  -0.121
C 0.202 -0.375 0.362  0.254
C 2.540 -0.629 -0.156  -0.284
C -2.189 0.274 0.484  0.101
C 0.865 0.950 0.249  0.163
N 2.190 0.797 0.069  -0.426
N -3.125 -0.071 -0.532  -0.824
O -1.029 -0.696 0.577  -0.497
H 1.211 -2.378 -0.237  0.261
H 3.320 -0.911 0.417  0.262
H 2.996 -0.825 -1.104  0.272
H -1.718 1.346 0.329  0.162
H -2.453 -0.012 1.540  0.211
H 0.243 1.795 0.215  0.242
H 2.789 1.539 -0.243  0.443
H -3.046 -1.002 -0.902  0.401
H -3.078 0.641 -1.255  0.380

Computed properties:
SMILES string: NCOC1=CC[NH+]=C1
Net charge: +1
Orbital gap: 8.1 eV
HOMO level: -13.5 eV



The data favor #2; the next most stable structure lies 319.2 kJ/mol above it.



#1
# C3H6FN

A cluster of 2 separate species, C3H6FN in total (the ωB97M-V functional and the def2-TZVPD basis, the Open Molecules 2025 dataset).

Each line ends with the natural charge from an NBO analysis.
Element x y z (Å)
C -1.022 0.168 -0.052  -0.420
C -0.721 -0.486 -1.171  -0.343
C 1.720 -0.972 0.488  0.416
N 2.497 -0.113 1.096  -0.807
F 1.738 -0.578 -0.793  -0.374
H -0.620 1.127 0.154  0.183
H -1.901 -0.118 0.615  0.196
H -1.041 -1.429 -1.474  0.192
H -0.048 0.001 -1.927  0.190
H 2.582 0.113 2.031  0.396
H 2.882 0.688 0.651  0.371

Computed properties:
Orbital gap: 10.1 eV
HOMO level: -9.1 eV



#2
# C3H6FN

The molecule C3H6FN (the ωB97M-V functional and the def2-TZVPD basis, the Open Molecules 2025 dataset).

Each line ends with the natural charge from an NBO analysis.
Element x y z (Å)
C -0.822 0.578 0.044  -0.246
C 0.645 0.720 -0.121  -0.285
C 1.414 -0.379 -0.056  0.196
H -1.173 -1.217 0.829  0.349
H -0.929 -1.306 -0.732  0.342
H -1.141 1.009 1.103  0.198
H -1.319 1.170 -0.672  0.194
H 1.029 1.790 -0.217  0.224
H 0.918 -1.340 -0.193  0.168
N -1.383 -0.787 -0.047  -0.806
F 2.762 -0.238 0.062  -0.335

Computed properties:
SMILES string: NC/C=C/F
Orbital gap: 10.5 eV
HOMO level: -9.5 eV



The data favor #2; the next most stable structure lies 180.0 kJ/mol above it.



#1
# C4H13N3O

A cluster of 2 separate species, C4H13N3O in total (the ωB97M-V functional and the def2-TZVPD basis, the Open Molecules 2025 dataset).

Each line ends with the natural charge from an NBO analysis.
Element x y z (Å)
C -1.605 1.253 1.196  -0.383
C -0.010 1.567 1.530  -0.669
C -1.951 -0.155 0.813  -0.644
H -2.113 1.528 2.120  0.199
H -1.888 1.960 0.417  0.198
H -1.722 -0.862 1.609  0.198
H 0.636 1.782 0.677  0.214
H -0.037 2.523 2.053  0.227
H 0.369 0.836 2.244  0.209
H -2.995 -0.234 0.524  0.214
H -1.296 -0.496 -0.058  0.236
C 0.861 -0.402 -1.631  0.681
N 2.331 -2.235 -1.520  -0.543
N 0.665 -0.735 -0.323  -0.892
O 1.702 -1.231 -2.328  -0.377
N 0.329 0.524 -2.306  -0.761
H 1.983 -3.125 -1.876  0.353
H 3.320 -2.173 -1.760  0.358
H 0.458 0.036 0.349  0.423
H 1.269 -1.462 0.034  0.416
H -0.307 1.099 -1.765  0.341

Computed properties:
SMILES string: [H]/N=C(\N)ON.CCC
Orbital gap: 9.9 eV
HOMO level: -9.0 eV



#2
# C4H13N3O

A structure of composition C4H13N3O (the ωB97M-V functional and the def2-TZVPD basis, the Open Molecules 2025 dataset).

Each line ends with the natural charge from an NBO analysis.
Element x y z (Å)
C 0.666 -0.185 -1.417  -0.430
N -0.128 0.926 -0.973  -0.800
C 0.296 1.990 -2.566  0.224
O -0.106 1.375 -3.624  -0.754
H 0.252 -0.644 -2.330  0.219
H 0.843 -0.964 -0.636  0.145
H 1.700 0.087 -1.655  0.181
H -1.093 0.732 -1.198  0.351
H 1.379 1.988 -2.350  0.098
H -0.220 2.915 -2.312  0.108
C -0.265 -0.310 2.207  0.073
C -0.287 -1.610 1.772  -0.356
N -0.133 -2.644 2.838  -0.662
N -0.174 0.848 1.528  -0.806
H -0.231 -0.181 3.278  0.138
H -0.439 -1.987 0.773  0.229
H 0.674 -3.296 2.647  0.422
H 0.094 -2.169 3.710  0.428
H -0.959 -3.203 3.000  0.411
H -0.120 0.856 0.241  0.415
H -0.448 1.667 2.102  0.366

Computed properties:
Orbital gap: 6.2 eV
HOMO level: -7.0 eV



The data favor #1; the next most stable structure lies 271.1 kJ/mol above it.